1.
8
Properties=species:S:1:pos:R:3 method="wB97M-V/def2-TZVPD" max_force_ha_per_bohr=0.120 homo_lumo_gap_ha=0.31054 total_charge=0 energy_ha=-568.900156
C 0.899 -0.442 -1.672
H 1.962 -0.319 -2.256
N -0.876 -0.128 1.531
S -0.194 1.537 1.858
C 0.008 -0.414 -0.807
C -0.807 -0.676 0.271
H -1.633 -1.386 0.178
H 0.640 1.829 0.896

***

2.
9
Properties=species:S:1:pos:R:3 method="wB97M-V/def2-TZVPD" max_force_ha_per_bohr=0.054 homo_lumo_gap_ha=0.31143 total_charge=0 energy_ha=-967.195023 smiles="N#CCSC=S"
S -0.344 1.175 -0.410
C 1.651 -0.714 -0.162
H 1.425 1.139 0.664
H -2.581 0.853 -0.790
C 0.879 0.262 0.528
N 2.316 -1.486 -0.703
H 0.357 -0.110 1.426
S -1.965 -1.370 -0.103
C -1.737 0.250 -0.450

***

3.
11
Properties=species:S:1:pos:R:3 method="wB97M-V/def2-TZVPD" max_force_ha_per_bohr=0.035 homo_lumo_gap_ha=0.26044 total_charge=0 energy_ha=-1763.532939 smiles="S=CS/C(C=S)=N/S"
C -0.377 -0.271 0.149
S -0.704 -0.271 -1.649
S 1.099 -0.042 2.269
S 0.670 1.000 -3.790
N 0.743 0.151 0.607
H 2.263 0.760 2.256
H 1.215 1.093 -1.312
H -1.203 -0.849 2.097
C 0.565 0.760 -2.168
S -2.848 -1.417 0.516
C -1.423 -0.914 1.027

***

4.
8
Properties=species:S:1:pos:R:3 method="wB97M-V/def2-TZVPD" max_force_ha_per_bohr=0.099 homo_lumo_gap_ha=0.41521 total_charge=+1 energy_ha=-266.174015
C 0.779 0.000 -0.031
H 1.906 0.043 0.059
O -1.282 -0.669 -0.068
C -0.065 -1.090 0.035
H 0.011 -2.257 0.043
H 0.113 2.217 -0.005
C -0.121 1.056 -0.029
O -1.340 0.701 -0.003